No. 1
Molecular formula: C19H28BF4O2Sc
Method: DFT, ωB97M-V/def2-TZVPD

Computed properties:
E_HOMO   -7.893 eV
Relative energy (zero: lowest compared OMol25 entry of this formula, charge and spin)   0.0 kcal per mole
Net charge   0

Structure (XYZ):
```
55
C19H28BF4O2Sc, DFT ωB97M-V/def2-TZVPD
O -1.284 0.822 -2.079
C -2.479 0.144 -2.628
C -2.114 0.541 -4.052
H -3.380 0.657 -2.270
H -2.506 -0.931 -2.412
C -0.954 1.411 -3.404
H -2.949 0.935 -4.627
H -1.641 -0.253 -4.637
C -0.934 2.908 -3.178
H -1.855 3.258 -2.712
H -0.756 3.468 -4.100
H -0.120 3.141 -2.478
C 0.415 1.009 -3.900
H 0.466 -0.058 -4.128
H 1.187 1.247 -3.149
H 0.654 1.572 -4.814
Sc -0.020 0.259 -0.348
C 1.672 -1.658 -0.384
C 0.452 -2.226 0.060
C -0.464 -2.222 -1.038
H 0.284 -2.710 1.015
C 0.208 -1.677 -2.166
C 1.522 -1.297 -1.758
H 2.306 -0.906 -2.410
H 2.595 -1.617 0.186
H -1.461 -2.671 -1.042
H -0.158 -1.706 -3.195
C 1.763 0.995 1.168
C 2.283 1.249 -0.129
C 1.466 2.229 -0.750
H 3.202 0.835 -0.553
C 0.417 2.570 0.158
C 0.621 1.818 1.357
H 0.055 1.919 2.284
H 2.216 0.349 1.924
H 1.697 2.726 -1.691
H -0.367 3.314 -0.013
O -3.583 2.921 -3.453
C -3.254 3.426 -4.802
C -4.526 3.727 -5.605
H -2.608 2.703 -5.348
H -2.678 4.365 -4.704
C -5.671 3.379 -4.651
H -4.592 3.137 -6.526
H -4.489 4.783 -5.893
C -5.011 3.036 -3.298
H -6.199 2.503 -5.047
H -6.380 4.196 -4.586
H -5.399 2.079 -2.930
H -5.274 3.831 -2.578
F -1.459 -0.260 0.905
B -1.280 -0.665 2.631
F -2.213 -1.637 2.753
F 0.050 -1.060 2.658
F -1.543 0.553 3.188
```

=====

No. 2
Molecular formula: C45H48InO2P2SbSe4
Method: DFT, ωB97M-V/def2-TZVPD

Computed properties:
E_HOMO   -7.325 eV
Relative energy (zero: lowest compared OMol25 entry of this formula, charge and spin)   0.0 kcal per mole
Net charge   0

Structure (XYZ):
```
103
C45H48InO2P2SbSe4, DFT ωB97M-V/def2-TZVPD
In -0.117 -0.617 0.242
C -3.012 1.013 1.955
C -1.804 0.638 2.450
C -1.501 -0.735 1.972
C -2.725 -1.145 1.230
C -3.592 -0.101 1.213
C -4.985 -0.085 0.672
C -2.965 -2.532 0.715
C -0.961 -1.724 2.995
C -1.001 1.361 3.488
C -3.729 2.310 2.166
H -5.710 -0.106 1.491
H -5.183 -0.950 0.039
H -5.188 0.814 0.088
H -3.443 -3.156 1.477
H -2.037 -3.029 0.433
H -3.619 -2.527 -0.159
H -0.810 -2.711 2.563
H -1.677 -1.817 3.818
H -0.008 -1.403 3.415
H -0.867 0.730 4.370
H -1.514 2.267 3.814
H 0.001 1.642 3.161
H -4.577 2.194 2.847
H -4.132 2.689 1.223
H -3.074 3.078 2.577
C 0.837 1.520 -3.247
C 1.640 0.243 -3.006
P 2.047 -0.125 -1.260
C 3.248 1.143 -0.791
C 2.813 2.423 -0.449
C 3.724 3.381 -0.032
C 5.069 3.061 0.065
C 5.508 1.787 -0.272
C 4.604 0.829 -0.702
C 2.889 -1.719 -1.321
C 3.054 -2.339 -0.147
C 3.238 -3.810 -0.070
C 3.584 -4.567 -1.379
C 3.511 -3.716 -2.608
C 3.174 -2.429 -2.584
C -0.663 1.396 -2.990
P -1.287 1.488 -1.249
C -0.817 3.166 -0.727
C -0.505 3.361 0.617
C -0.077 4.600 1.073
C 0.045 5.657 0.184
C -0.268 5.476 -1.159
C -0.698 4.239 -1.612
C -3.058 1.588 -1.673
C -3.647 0.468 -2.259
C -4.952 0.527 -2.719
C -5.691 1.694 -2.577
C -5.120 2.800 -1.965
C -3.805 2.752 -1.518
H 0.960 1.782 -4.301
H 1.262 2.357 -2.688
H 2.595 0.304 -3.534
H 1.098 -0.621 -3.402
H 1.758 2.671 -0.468
H 3.374 4.365 0.252
H 5.774 3.792 0.436
H 6.551 1.524 -0.161
H 4.947 -0.176 -0.915
H 2.870 -1.825 0.788
H 3.859 -4.089 0.778
H 4.536 -5.100 -1.357
H 3.761 -4.186 -3.553
H 3.152 -1.874 -3.513
H -1.032 0.439 -3.367
H -1.203 2.166 -3.546
H -0.589 2.531 1.306
H 0.173 4.731 2.118
H 0.387 6.623 0.533
H -0.171 6.300 -1.853
H -0.938 4.114 -2.660
H -3.078 -0.451 -2.337
H -5.400 -0.346 -3.177
H -6.712 1.737 -2.931
H -5.695 3.708 -1.839
H -3.363 3.626 -1.057
C -1.368 -2.841 -3.518
C -0.721 -2.681 -2.162
O -0.951 -1.566 -1.592
C 0.101 -3.708 -1.665
C 0.388 -4.894 -2.492
C 1.396 -5.731 -2.266
C 2.348 -5.506 -1.140
C 1.847 -4.551 -0.033
C 0.731 -3.605 -0.406
O 0.469 -2.736 0.471
H -1.951 -1.952 -3.748
H -2.022 -3.714 -3.541
H -0.611 -2.982 -4.292
H -0.268 -5.092 -3.330
H 1.546 -6.584 -2.917
H 2.679 -6.453 -0.713
H 1.599 -4.993 0.933
Se 5.711 2.094 3.773
Sb 4.644 0.109 3.053
Se 5.668 -1.752 1.982
Se 2.519 -0.490 4.335
Se 2.214 0.537 2.183
```

=====

No. 3
Molecular formula: C2H10O2S
Method: DFT, ωB97M-V/def2-TZVPD

Computed properties:
E_HOMO (spin up / spin down)   -13.590 / -13.590 eV
Relative energy (zero: lowest compared OMol25 entry of this formula, charge and spin)   5.5 kcal per mole
Spin multiplicity   2
Net charge   +1

Structure (XYZ):
```
15
C2H10O2S, DFT ωB97M-V/def2-TZVPD
C 2.110 2.561 -1.164
S 2.997 1.131 -0.453
C 1.687 0.202 0.248
H 1.413 2.141 -1.878
H 2.877 3.204 -1.577
H 1.547 2.967 -0.338
H 1.350 -0.416 -0.620
H 2.149 -0.461 0.957
H 0.691 0.498 0.565
H -2.492 -1.726 -1.070
H -3.576 -2.571 -0.379
O -2.626 -2.473 -0.484
H -3.245 -2.235 2.190
H -2.181 -1.358 1.601
O -2.702 -1.466 2.403
```

=====

No. 4
Molecular formula: C48H56F4N10O8S4
Method: DFT, ωB97M-V/def2-TZVPD

Computed properties:
E_HOMO (spin up / spin down)   -14.064 / -15.634 eV
Spin multiplicity   2
Net charge   +5

Structure (XYZ):
```
130
C48H56F4N10O8S4, DFT ωB97M-V/def2-TZVPD
C 2.571 4.535 3.816
N 1.251 4.081 4.326
C 0.094 4.507 3.848
C -1.150 3.918 4.230
C -1.122 2.963 5.224
C 0.100 2.539 5.801
C 1.296 3.127 5.300
C -2.381 2.437 5.789
C -2.451 1.067 6.091
C -3.593 0.464 6.493
N -4.738 1.183 6.598
C -4.764 2.519 6.288
C -3.582 3.169 5.854
C -5.822 0.566 7.371
H 2.898 3.728 3.161
H 3.255 4.624 4.660
H 2.412 5.463 3.266
H 0.175 5.329 3.151
H -2.038 4.414 3.868
H 0.186 1.788 6.572
H 2.271 2.980 5.741
H -1.513 0.533 6.121
H -3.598 -0.584 6.755
H -5.691 3.054 6.434
H -3.593 4.209 5.564
H -5.563 0.692 8.422
H -6.004 -0.467 7.074
H -6.688 1.201 7.181
C 0.552 -2.675 -2.298
N 0.308 -3.014 -0.862
C -0.897 -2.804 -0.267
C -1.081 -3.020 1.089
C -0.026 -3.472 1.878
C 1.182 -3.729 1.238
C 1.311 -3.484 -0.180
C -0.340 -3.872 3.317
C -1.003 -2.992 4.145
C -1.330 -3.354 5.493
N -1.068 -4.646 5.856
C -0.551 -5.614 4.989
C -0.099 -5.208 3.691
C -1.393 -4.997 7.266
H 1.485 -2.113 -2.263
H -0.316 -2.141 -2.686
H 0.774 -3.514 -2.957
H -1.656 -2.327 -0.869
H -2.077 -2.880 1.483
H 2.001 -4.130 1.817
H 2.244 -3.660 -0.696
H -1.108 -1.960 3.845
H -1.787 -2.725 6.243
H -0.480 -6.609 5.403
H 0.290 -5.981 3.045
H -0.753 -5.737 7.746
H -2.357 -5.467 7.075
H -1.517 -4.029 7.752
C -5.119 -4.064 -10.815
N -4.699 -3.325 -9.667
C -4.702 -1.943 -9.770
C -4.299 -1.156 -8.668
C -3.777 -1.739 -7.521
C -3.680 -3.167 -7.551
C -4.223 -3.926 -8.585
C -3.220 -0.987 -6.345
C -2.603 0.279 -6.496
C -2.104 0.936 -5.384
N -2.290 0.419 -4.140
C -2.862 -0.768 -3.926
C -3.362 -1.447 -5.034
C -1.908 1.151 -2.946
H -4.176 -4.225 -11.337
H -5.676 -3.429 -11.504
H -5.574 -5.020 -10.556
H -5.054 -1.579 -10.724
H -4.277 -0.080 -8.757
H -3.247 -3.738 -6.743
H -4.199 -5.005 -8.531
H -2.449 0.669 -7.492
H -1.562 1.864 -5.488
H -2.919 -1.096 -2.899
H -3.787 -2.391 -4.726
H -0.840 1.148 -2.730
H -2.238 0.668 -2.026
H -2.352 2.146 -2.971
C 9.482 -3.936 -3.573
N 8.548 -2.846 -3.136
C 7.219 -3.152 -3.042
C 6.307 -2.140 -2.660
C 6.785 -0.903 -2.167
C 8.158 -0.596 -2.264
C 9.015 -1.619 -2.760
C 5.789 0.049 -1.679
C 6.136 0.997 -0.682
C 5.304 1.927 -0.200
N 4.051 1.860 -0.541
C 3.526 0.955 -1.365
C 4.457 0.151 -2.075
C 3.098 2.891 0.074
H 9.469 -4.569 -2.686
H 10.423 -3.434 -3.800
H 8.938 -4.422 -4.383
H 7.036 -4.155 -3.399
H 5.257 -2.335 -2.495
H 8.605 0.372 -2.093
H 10.066 -1.398 -2.875
H 7.163 0.985 -0.347
H 5.631 2.579 0.596
H 2.454 1.056 -1.452
H 4.176 -0.517 -2.875
H 2.261 2.337 0.500
H 2.851 3.670 -0.646
H 3.565 3.343 0.949
N 0.084 2.004 -0.661
S -0.554 3.287 -0.335
O 0.277 4.069 0.597
O -2.035 3.396 -0.266
F -0.191 3.974 -1.728
S -0.619 1.211 0.717
O -1.993 0.775 0.686
O 0.024 1.435 1.991
F -0.008 -0.249 0.421
N -1.404 6.897 2.840
S -2.805 7.100 2.479
O -3.572 6.140 1.696
O -3.287 8.476 2.520
F -3.231 6.607 3.984
S -0.843 7.396 1.319
O -0.455 8.797 1.255
O -1.165 6.606 0.132
F 0.681 6.851 1.471
```

=====

No. 5
Molecular formula: C36H48AsIrNO6PSi3
Method: DFT, ωB97M-V/def2-TZVPD

Computed properties:
E_HOMO (spin up / spin down)   -9.234 / -11.027 eV
Relative energy (zero: lowest compared OMol25 entry of this formula, charge and spin)   104.2 kcal per mole
Spin multiplicity   6
Net charge   +1

Structure (XYZ):
```
97
C36H48AsIrNO6PSi3, DFT ωB97M-V/def2-TZVPD
Ir 0.568 -0.135 -0.309
O -0.048 0.897 2.328
N -0.205 1.322 1.051
C -0.882 2.421 1.090
C -1.251 3.250 -0.059
C -1.868 4.458 0.295
C -2.268 5.364 -0.671
C -2.055 5.071 -2.007
C -1.447 3.875 -2.363
C -1.033 2.940 -1.408
P -0.269 1.388 -1.984
C -1.616 0.719 -2.999
C -2.480 -0.173 -2.405
C -3.545 -0.730 -3.106
C -3.751 -0.386 -4.432
C -2.892 0.516 -5.048
C -1.836 1.066 -4.335
C 1.022 1.902 -3.143
C 1.742 3.083 -2.945
C 2.776 3.444 -3.799
C 3.123 2.617 -4.857
C 2.441 1.423 -5.049
C 1.411 1.065 -4.191
H 0.482 0.096 2.221
H -1.203 2.797 2.063
H -2.038 4.704 1.337
H -2.743 6.294 -0.384
H -2.363 5.769 -2.776
H -1.296 3.681 -3.419
H -2.330 -0.444 -1.379
H -4.210 -1.429 -2.613
H -4.578 -0.817 -4.984
H -3.047 0.793 -6.083
H -1.189 1.774 -4.841
H 1.519 3.735 -2.106
H 3.320 4.365 -3.626
H 3.935 2.893 -5.520
H 2.722 0.760 -5.858
H 0.919 0.110 -4.345
O 3.017 -0.158 1.856
C 2.174 -0.150 1.103
O -0.129 -1.387 -1.452
C -2.465 -0.048 3.660
Si -1.122 -1.358 3.778
C -1.792 -2.700 4.905
C 0.365 -0.631 4.702
As -0.455 -1.967 1.518
Si -2.476 -3.024 0.805
C -2.170 -4.139 -0.663
C -3.391 -3.997 2.105
C -3.634 -1.699 0.196
Si 1.086 -3.727 1.973
C 0.672 -4.804 3.438
C 2.761 -2.968 2.284
C 1.321 -4.821 0.477
H -2.721 0.296 4.671
H -3.363 -0.477 3.198
H -2.124 0.794 3.071
H -2.040 -2.236 5.869
H -1.059 -3.486 5.094
H -2.702 -3.155 4.513
H 0.033 -0.284 5.689
H 0.801 0.200 4.167
H 1.127 -1.410 4.840
H -1.598 -5.022 -0.365
H -1.636 -3.590 -1.450
H -3.137 -4.482 -1.053
H -2.741 -4.759 2.551
H -4.255 -4.483 1.633
H -3.776 -3.312 2.866
H -3.170 -1.146 -0.601
H -3.889 -1.006 1.008
H -4.553 -2.166 -0.179
H 0.755 -4.215 4.357
H 1.411 -5.613 3.497
H -0.332 -5.233 3.333
H 2.736 -2.318 3.164
H 3.061 -2.384 1.415
H 3.494 -3.768 2.448
H 0.421 -5.413 0.288
H 2.143 -5.519 0.678
H 1.567 -4.214 -0.403
O 5.596 2.200 -1.662
C 4.707 2.453 -0.697
C 4.972 3.475 0.221
C 4.077 3.767 1.234
C 2.903 3.040 1.346
C 2.628 2.026 0.443
C 3.515 1.699 -0.603
C 3.233 0.588 -1.606
O 4.037 0.372 -2.479
O 2.115 -0.181 -1.608
H 6.405 2.714 -1.725
H 5.887 4.049 0.142
H 4.294 4.560 1.938
H 2.201 3.265 2.140
H 1.678 1.480 0.589
```

=====

Respective E_tot values: -2076.5447 -12612.9014 -630.5148 -5002.3052 -5456.3251 a.u..